P) Molecular formula: C3H6O2
Method: DFT, the ωB97M-V functional and the def2-TZVPD basis

Results
LUMO level   0.379 eV
SMILES string   C=CO.C=O
HOMO energy   -0.3163 Eh
Molecular weight   74.1 g/mol

Each line ends with the Löwdin charge.
Positions of all 11 atoms, in Å:
O -1.931 -1.090 0.054  -0.0178
C -2.691 -0.430 0.727  -0.1047
H -2.611 -0.554 1.815  0.0846
H -3.252 0.400 0.294  0.0805
C 2.373 0.360 0.083  -0.0045
C 1.228 0.454 -0.605  -0.3003
O 0.708 -0.644 -1.202  -0.0147
H 2.722 1.082 0.804  0.0406
H 2.981 -0.529 -0.057  0.0546
H 0.710 1.416 -0.572  0.1075
H -0.237 -0.465 -1.340  0.0743



Q) Molecular formula: C3H6O2
Method: DFT, the ωB97M-V functional and the def2-TZVPD basis

Results
LUMO level   0.731 eV
HOMO energy   -0.3099 Eh
Molecular weight   74.1 g/mol

Each line ends with the Löwdin charge.
Positions of all 11 atoms, in Å:
O -1.312 0.242 -0.375  -0.0434
C -0.169 1.003 -0.273  -0.2853
C 0.163 1.749 0.773  0.0104
C 1.118 -1.880 -0.646  0.0018
O -0.077 -2.225 -0.247  -0.0620
H -1.863 0.404 0.405  0.1163
H 0.447 0.876 -1.154  0.1034
H -0.460 1.812 1.662  0.0588
H 1.096 2.301 0.764  0.0560
H 1.718 -2.802 -0.434  0.0037
H -0.666 -1.448 -0.382  0.0403



The structure with the greatest stability is P).



P) Molecular formula: C5H13N3
Method: DFT, the ωB97M-V functional and the def2-TZVPD basis

Results
LUMO level   0.365 eV
HOMO energy   -0.2795 Eh
Molecular weight   115.2 g/mol

Each line ends with the Löwdin charge.
Positions of all 21 atoms, in Å:
C -0.984 1.183 0.630  -0.0758
C -1.068 -1.616 -0.226  -0.4166
C -0.070 0.483 -0.346  -0.4815
N -1.372 -1.830 -1.519  0.0797
N -1.689 -1.855 0.855  0.1053
N 0.092 1.011 -1.511  0.0705
H -1.522 -2.767 -1.867  0.1003
H -1.417 -0.989 -2.088  0.0788
H -2.601 -2.288 0.675  0.0524
H 0.059 0.505 -2.393  0.0430
H -0.989 0.686 1.599  0.0732
H -0.661 2.214 0.779  0.0837
H -1.984 1.239 0.195  0.0830
C 2.182 1.298 0.823  -0.1361
C 1.477 0.003 0.486  -0.1909
H 1.643 1.858 1.590  0.0677
H 2.275 1.936 -0.059  0.0726
H 3.190 1.082 1.191  0.0706
H 2.050 -0.570 -0.249  0.0985
H 1.266 -0.586 1.380  0.0917
H 0.122 -0.998 0.057  0.1300



Q) Molecular formula: C5H13N3
Method: DFT, the ωB97M-V functional and the def2-TZVPD basis

Results
LUMO level (spin up / spin down)   -0.104 / 0.481 eV
HOMO energy (spin up / spin down)   -0.2531 / -0.2946 Eh
Molecular weight   115.2 g/mol

Each line ends with the Löwdin charge.
Positions of all 21 atoms, in Å:
C -0.787 0.356 -0.117  -0.1880
C -1.183 1.664 -0.717  -0.0632
C -1.572 -0.051 1.088  -0.0378
C 0.508 -1.846 0.075  -0.0513
N 1.380 0.542 -0.123  -0.0553
C 0.309 -0.497 -0.609  -0.7048
N 2.404 0.322 0.828  -0.0075
N 0.055 -0.646 -1.960  0.1156
H 1.742 1.042 -0.932  0.1016
H 2.098 0.641 1.742  0.0663
H 2.634 -0.665 0.885  0.0586
H -0.017 0.248 -2.439  0.0053
H -0.536 1.969 -1.536  0.0710
H -2.208 1.590 -1.097  0.0962
H -1.186 2.442 0.050  0.0920
H -2.002 -1.043 0.927  0.0955
H -0.919 -0.129 1.962  0.0919
H -2.375 0.644 1.329  0.0803
H 0.609 -1.778 1.159  0.0689
H 1.386 -2.315 -0.368  0.0832
H -0.340 -2.491 -0.147  0.0815



R) Molecular formula: C5H13N3
Method: DFT, the ωB97M-V functional and the def2-TZVPD basis

Results
LUMO level   0.890 eV
SMILES string   [H]/N=C\[C@@](C)(N)[C@@H](C)N
HOMO energy   -0.3394 Eh
Molecular weight   115.2 g/mol

Each line ends with the Löwdin charge.
Positions of all 21 atoms, in Å:
C -0.624 -0.076 1.485  -0.0525
C 0.367 0.305 0.376  -0.5355
N 0.800 1.694 0.688  0.0532
N -1.424 1.172 -1.179  0.0366
C -0.254 0.279 -1.064  -0.4036
H 1.330 1.701 1.560  0.0840
H 1.429 2.035 -0.040  0.0782
H -2.204 0.779 -0.652  0.0680
H -1.187 2.039 -0.685  0.0660
H 0.496 0.665 -1.767  0.1348
H -0.121 -0.161 2.456  0.0875
H -1.112 -1.035 1.289  0.0730
H -1.416 0.675 1.599  0.0820
C -0.636 -1.118 -1.558  -0.0601
C 1.625 -0.575 0.382  -0.1912
N 1.741 -1.729 0.958  0.1015
H 0.880 -2.013 1.435  0.0340
H 2.493 -0.200 -0.188  0.1148
H 0.254 -1.748 -1.662  0.0750
H -1.102 -1.066 -2.548  0.0816
H -1.335 -1.623 -0.886  0.0727



The structure with the greatest stability is R).



P) Molecular formula: C3H8OS
Method: DFT, the ωB97M-V functional and the def2-TZVPD basis

Results
LUMO level   0.915 eV
SMILES string   OCCCS
HOMO energy   -0.3384 Eh
Molecular weight   92.2 g/mol

Each line ends with the Löwdin charge.
Positions of all 13 atoms, in Å:
C 1.347 -0.287 0.104  -0.2671
O 2.091 -0.852 -0.990  -0.0778
C -0.142 -0.283 -0.157  -0.2964
C -0.821 0.877 0.513  -0.6084
S -2.609 0.666 0.673  0.6975
H 1.547 -0.847 1.022  0.1187
H 1.757 0.719 0.210  0.1215
H 1.591 -1.634 -1.267  0.0819
H -0.334 -0.167 -1.228  0.1178
H -0.605 -1.203 0.190  0.1043
H -0.634 1.814 -0.004  0.0723
H -0.378 0.967 1.512  0.0800
H -2.812 0.230 -0.577  -0.1443



Q) Molecular formula: C3H8OS
Method: DFT, the ωB97M-V functional and the def2-TZVPD basis

Results
LUMO level   0.904 eV
SMILES string   C=CO.CS
HOMO energy   -0.3358 Eh
Molecular weight   92.2 g/mol

Each line ends with the Löwdin charge.
Positions of all 13 atoms, in Å:
C 0.460 1.808 -1.761  -0.4995
S -1.245 2.080 -1.213  0.6153
H 0.719 2.557 -2.497  0.0145
H 0.628 0.812 -2.143  0.0242
H 1.086 1.939 -0.876  0.0224
H -1.844 1.418 -2.207  -0.1619
C 0.495 -1.074 0.800  0.0171
C 0.108 -1.899 1.752  -0.2933
O -1.201 -2.144 2.088  -0.0318
H 1.554 -0.972 0.597  0.0561
H -0.173 -0.384 0.303  0.0315
H 0.846 -2.506 2.280  0.1043
H -1.432 -1.636 2.878  0.1011



The structure with the greatest stability is P).



P) Molecular formula: C3H8OS
Method: DFT, the ωB97M-V functional and the def2-TZVPD basis

Results
LUMO level   0.990 eV
SMILES string   COCSC
HOMO energy   -0.3152 Eh
Molecular weight   92.2 g/mol

Each line ends with the Löwdin charge.
Positions of all 13 atoms, in Å:
C -1.984 -1.108 0.352  -0.4128
C 0.174 0.662 0.640  -0.6060
C 1.790 0.469 -0.988  -0.0938
H -3.066 -1.247 0.140  0.0443
H -1.431 -1.319 -0.569  0.0294
H -1.696 -1.856 1.090  0.0274
H 0.698 0.188 1.470  0.0860
H 0.466 1.721 0.732  0.0857
H 1.822 0.219 -2.035  0.0909
H 2.414 -0.099 -0.284  0.0976
H 1.951 1.563 -0.856  0.0967
O 0.461 0.241 -0.622  -0.2692
S -1.599 0.566 0.932  0.8238



Q) Molecular formula: C3H8OS
Method: DFT, the ωB97M-V functional and the def2-TZVPD basis

Results
LUMO level   0.488 eV
SMILES string   C=O.CCS
HOMO energy   -0.3381 Eh
Molecular weight   92.2 g/mol

Each line ends with the Löwdin charge.
Positions of all 13 atoms, in Å:
O -5.385 0.082 -0.386  -0.0055
C -4.230 0.393 -0.481  -0.1468
H -3.891 1.427 -0.580  0.0758
H -3.479 -0.414 -0.453  0.0766
C 1.956 -1.104 0.316  -0.1895
C 2.000 0.368 0.614  -0.6334
S 2.049 1.446 -0.881  0.6660
H 0.985 -1.461 -0.009  0.0670
H 2.346 -1.684 1.157  0.0706
H 2.698 -1.341 -0.454  0.0663
H 1.184 0.697 1.272  0.0614
H 2.806 0.702 1.272  0.0606
H 0.961 0.889 -1.388  -0.1693



The structure with the greatest stability is P).



P) Molecular formula: C3H8OS
Method: DFT, the ωB97M-V functional and the def2-TZVPD basis

Results
LUMO level   0.824 eV
SMILES string   CSCCO
HOMO energy   -0.3114 Eh
Molecular weight   92.2 g/mol

Each line ends with the Löwdin charge.
Positions of all 13 atoms, in Å:
C -0.385 -1.612 -1.043  -0.4197
C 0.757 0.862 -0.287  -0.5388
C 0.118 0.904 1.041  -0.4330
H -1.203 -2.176 -1.524  0.0309
H 0.638 -2.067 -1.311  0.0500
H -0.414 -1.835 0.068  0.0392
H 1.009 1.903 -0.649  0.0966
H 1.761 0.387 -0.269  0.0918
H 0.229 -0.144 1.534  0.1358
H 0.689 1.700 1.674  0.1440
H -1.704 0.604 1.268  0.0684
O -1.164 1.313 1.011  -0.0612
S -0.329 0.160 -1.512  0.7961



Q) Molecular formula: C3H8OS
Method: DFT, the ωB97M-V functional and the def2-TZVPD basis

Results
LUMO level   0.712 eV
SMILES string   C=O.CCS
HOMO energy   -0.3347 Eh
Molecular weight   92.2 g/mol

Each line ends with the Löwdin charge.
Positions of all 13 atoms, in Å:
O -4.392 -5.394 0.352  -0.0125
C -3.879 -4.311 0.254  -0.1452
H -3.833 -3.644 1.130  0.0781
H -3.480 -3.983 -0.722  0.0796
C 1.863 3.035 1.395  -0.1653
C 2.239 2.991 -0.101  -0.6043
S 1.786 1.435 -0.979  0.6537
H 1.742 2.034 1.778  0.0514
H 0.967 3.627 1.541  0.0664
H 2.653 3.564 1.914  0.0640
H 1.808 3.811 -0.649  0.0476
H 3.326 2.986 -0.135  0.0482
H 0.810 1.203 -0.090  -0.1616



The structure with the greatest stability is P).



P) Molecular formula: C5H10N2O2
Method: DFT, the ωB97M-V functional and the def2-TZVPD basis

Results
LUMO level   0.329 eV
SMILES string   C/C(=N\O)C(=O)N(C)C
HOMO energy   -0.3156 Eh
Molecular weight   130.1 g/mol

Each line ends with the Löwdin charge.
Positions of all 19 atoms, in Å:
C -0.921 0.014 2.321  -0.0577
C 1.257 -0.394 1.175  -0.0638
C -0.056 -0.555 -2.493  -0.0185
N -0.180 -0.244 1.103  -0.1824
C -0.936 -0.659 -0.058  -0.3928
C -0.393 0.098 -1.193  -0.2505
O 0.870 1.913 -1.637  -0.0571
N -0.117 1.348 -0.806  0.0648
O -2.019 -1.220 -0.033  0.0910
H 0.811 2.862 -1.427  0.1011
H -1.703 -0.733 2.478  0.0834
H -1.390 0.997 2.231  0.0898
H -0.289 -0.004 3.211  0.0808
H 1.765 0.482 0.770  0.0745
H 1.626 -0.460 2.202  0.0844
H 1.585 -1.280 0.624  0.0913
H -0.622 -1.483 -2.597  0.0864
H 1.011 -0.790 -2.542  0.0887
H -0.299 0.108 -3.328  0.0865



Q) Molecular formula: C5H10N2O2
Method: DFT, the ωB97M-V functional and the def2-TZVPD basis

Results
LUMO level   0.185 eV
SMILES string   C=C(C[N+](=O)[O-])N(C)C
HOMO energy   -0.3141 Eh
Molecular weight   130.1 g/mol

Each line ends with the Löwdin charge.
Positions of all 19 atoms, in Å:
C -0.009 -1.810 -0.688  0.0338
C 0.041 -0.765 0.070  -0.2768
C -2.151 -0.118 -0.413  -0.0956
C -0.588 1.586 0.191  -0.0798
C 1.544 -0.350 0.946  0.0125
N -0.886 0.202 0.266  -0.2462
N 2.549 0.242 0.103  -0.4263
O 2.621 1.458 0.179  0.0378
O 3.192 -0.420 -0.669  0.0942
H -0.908 -1.847 -1.345  0.0686
H 0.690 -2.605 -0.656  0.0560
H -2.977 0.474 -0.011  0.0768
H -2.052 0.232 -1.489  0.1184
H -2.614 -1.092 -0.108  0.1111
H -0.724 1.932 -0.835  0.0886
H -1.307 2.000 0.921  0.1024
H 0.524 1.833 0.429  0.0979
H 1.242 0.342 1.757  0.1243
H 1.812 -1.294 1.353  0.1022



R) Molecular formula: C5H10N2O2
Method: DFT, the ωB97M-V functional and the def2-TZVPD basis

Results
LUMO level   0.822 eV
SMILES string   CO/C(N)=C(\C)C(N)=O
HOMO energy   -0.2878 Eh
Molecular weight   130.1 g/mol

Each line ends with the Löwdin charge.
Positions of all 19 atoms, in Å:
C -2.912 0.541 -0.215  -0.0756
C 0.475 -1.715 0.699  -0.0592
C 1.896 0.277 -0.060  -0.5069
C 0.590 -0.311 0.164  -0.1619
C -0.536 0.397 -0.160  -0.3308
N 2.973 -0.505 0.222  0.1616
N -0.496 1.705 -0.519  0.1693
O -1.740 -0.224 -0.050  -0.0655
O 2.088 1.424 -0.481  -0.0070
H 3.881 -0.133 0.008  0.1077
H 2.884 -1.478 0.446  0.0802
H -1.194 2.061 -1.150  0.0972
H 0.474 2.014 -0.657  0.0762
H -3.730 -0.104 0.104  0.0955
H -2.893 1.441 0.406  0.0969
H -3.070 0.820 -1.263  0.0930
H -0.571 -1.951 0.862  0.0716
H 0.879 -2.445 -0.004  0.0792
H 1.001 -1.815 1.649  0.0782



S) Molecular formula: C5H10N2O2
Method: DFT, the ωB97M-V functional and the def2-TZVPD basis

Results
LUMO level   0.555 eV
SMILES string   C=NC(=O)O.C=CNC
HOMO energy   -0.2979 Eh
Molecular weight   130.1 g/mol

Each line ends with the Löwdin charge.
Positions of all 19 atoms, in Å:
C -1.772 0.978 1.185  -0.1127
N -1.096 -0.046 0.419  -0.1227
C 1.205 -0.093 1.245  -0.5298
O 1.249 1.282 1.155  0.0682
O 1.782 -0.650 2.163  0.0875
H 1.641 1.614 1.974  0.1234
H -1.424 -0.993 0.565  0.1276
H -1.561 0.829 2.247  0.0809
H -2.848 0.911 1.012  0.0748
H -1.397 1.960 0.906  0.0781
C -0.595 0.184 -0.953  -0.2340
C 1.868 -1.173 -1.001  -0.0067
C -0.768 -0.591 -2.045  -0.0346
N 1.207 -0.709 -0.054  0.0239
H -0.350 1.232 -1.080  0.1125
H 1.475 -1.952 -1.643  0.0784
H 2.928 -0.950 -1.106  0.0849
H -0.520 -0.198 -3.016  0.0479
H -1.024 -1.636 -1.976  0.0523



The structure with the greatest stability is R).